The following is a quantum chemistry calculation of a structure of composition C14H18AlI2MnO4S in a non-equilibrium geometry, from the OMol25 dataset.

Element x y z (Å)
1 I -1.1516 1.6888 -3.0904
2 I -3.6303 1.1223 -1.6289
3 Mn -1.2054 -0.4444 0.6601
4 Al 0.6569 0.6005 -1.1125
5 S -1.0043 -0.9855 -1.4557
6 C 2.0472 -0.8415 -1.8727
7 C 2.7174 1.5465 -0.7454
8 C -0.9799 -2.7903 -2.4662
9 C -2.4087 -3.2933 -2.4580
10 C 0.0087 -3.6281 -1.7192
11 C -0.5214 -2.4529 -3.8687
12 C -1.6036 -0.1861 2.4227
13 C -1.3133 -2.2557 1.0954
14 O 3.8363 1.7740 -0.6577
15 O 2.7841 -1.4019 -2.5690
16 O -1.6435 -0.0035 3.5754
17 O -2.0863 -3.1136 0.9985
18 H -2.4558 -4.2372 -3.0183
19 H -3.0859 -2.5794 -2.9401
20 H -2.7786 -3.4772 -1.4483
21 H 0.1060 -4.6129 -2.1909
22 H -0.2913 -3.7857 -0.6867
23 H 0.9866 -3.1446 -1.7033
24 H -0.5086 -3.3662 -4.4827
25 H 0.4795 -2.0182 -3.8783
26 H -1.1899 -1.7363 -4.3491
27 C 1.2466 2.1482 3.8436
28 C 0.8740 2.7233 2.5021
29 C -0.2599 3.7020 2.6760
30 C 2.0592 3.4905 1.9718
31 C 0.5138 1.6724 1.6032
32 C 0.3072 0.8509 0.6823
33 H 1.4852 2.9594 4.5208
34 H 2.1138 1.5081 3.7630
35 H 0.4332 1.5768 4.2638
36 H 0.0441 4.4743 3.3790
37 H -0.5196 4.1908 1.7428
38 H -1.1458 3.2204 3.0736
39 H 2.9280 2.8664 1.8364
40 H 1.8433 3.9849 1.0365
41 H 2.3125 4.2543 2.6950

Computed properties:
Strongest force on any atom, hartree/bohr: 0.194
Spin multiplicity: 5
Net charge: +4
Lowest unoccupied orbital energy (alpha / beta), eV: -16.135 / -17.003
Kohn-Sham gap (alpha / beta), eV: 6.67 / 5.71
DFT total energy, eV: -87903.5910
HOMO level (alpha / beta), eV: -22.8 / -22.7


The following is a quantum chemistry calculation of a cluster of 2 separate species, C14H18Br2NO3 in total in a non-equilibrium geometry, from the OMol25 dataset.

Element x y z (Å)
1 C 3.4411 -0.2825 0.8950
2 C 2.3467 -0.8158 0.2332
3 C 1.5732 -0.1531 -0.8855
4 N 0.2487 0.2383 -0.3007
5 C -0.8591 -0.2020 -0.8983
6 C -2.0919 0.1297 -0.3776
7 C -2.1589 0.8984 0.7759
8 C -3.4900 1.2682 1.3783
9 C -3.6945 0.3732 2.6040
10 O -3.4341 -0.7923 2.5649
11 C -0.9773 1.3363 1.4066
12 C -0.9715 2.1373 2.6807
13 C -0.4167 3.5430 2.4561
14 O -1.0802 4.3303 1.8662
15 O 0.8042 3.8654 2.9648
16 C 0.2197 0.9808 0.8138
17 H 4.4199 -0.2282 0.4259
18 H 3.3009 0.0996 1.9034
19 H 1.9599 -1.7877 0.5447
20 H 2.0740 0.7143 -1.2999
21 H 1.3535 -0.9061 -1.6406
22 H -0.7643 -0.8188 -1.7798
23 H -3.0208 -0.1785 -0.8304
24 H -4.2943 1.1113 0.6619
25 H -3.4923 2.3212 1.6525
26 H -4.0637 0.8215 3.5418
27 H -0.3635 1.6037 3.4137
28 H -1.9545 2.2355 3.1220
29 H 1.5065 3.5058 2.4090
30 H 1.1369 1.3125 1.2711
31 Br -0.3620 -3.0889 -2.8912
32 C 0.9884 -3.7767 -4.1176
33 C 2.3377 -3.1701 -3.8431
34 Br 2.4497 -1.3394 -4.4940
35 H 0.6260 -3.5787 -5.1207
36 H 1.0120 -4.8504 -3.9469
37 H 3.1138 -3.7158 -4.3744
38 H 2.5772 -3.1414 -2.7849

Computed properties:
Strongest force on any atom, hartree/bohr: 0.046
Net charge: +1
Lowest unoccupied orbital energy, eV: -4.155
Kohn-Sham gap, eV: 7.54
DFT total energy, eV: -162517.5457
HOMO level, eV: -11.7


The following is a quantum chemistry calculation of a structure of composition C14H18CeCl2N2 in a non-equilibrium geometry, from the OMol25 dataset.

Element x y z (Å)
1 Ce 1.9044 -0.5851 -0.6465
2 Cl 1.0678 -2.5941 -1.9953
3 Cl 3.7576 1.1072 -1.0786
4 C 3.2062 -1.7765 0.5106
5 H 4.2630 -1.4563 0.5886
6 H 2.8988 -2.6958 1.0369
7 C -0.9147 0.9278 -1.5453
8 C 0.1865 1.0942 -2.2563
9 H -0.9876 1.2871 -0.5082
10 C 0.3352 0.6354 -3.6932
11 H 1.0439 1.6762 -1.8688
12 C -1.0297 0.3442 -4.3448
13 H 0.8749 1.3899 -4.2889
14 H 0.9568 -0.2794 -3.7292
15 C -1.9369 -0.4566 -3.4127
16 H -1.5150 1.3035 -4.5646
17 H -0.8838 -0.1773 -5.2978
18 C -2.1734 0.3236 -2.1030
19 H -2.8979 -0.6528 -3.9050
20 H -1.4732 -1.4252 -3.1818
21 H -2.9193 1.1116 -2.3095
22 H -2.6435 -0.3362 -1.3614
23 N -0.3849 -1.7840 2.6762
24 C 0.1997 -1.6184 1.4696
25 N 0.5722 -0.3314 1.3111
26 C 0.1752 0.3602 2.4684
27 C 0.5037 1.6533 2.8778
28 C 0.1678 2.0065 4.1909
29 C -0.4473 1.0855 5.0611
30 C -0.7220 -0.2291 4.6507
31 C -0.4257 -0.5505 3.3371
32 H -0.7236 -2.6572 3.0659
33 H 0.4156 -2.4264 0.7586
34 H 1.0126 2.3027 2.1609
35 H 0.3877 3.0117 4.5530
36 H -0.6989 1.4020 6.0723
37 H -1.1521 -0.9903 5.3011

Computed properties:
Strongest force on any atom, hartree/bohr: 0.050
Spin multiplicity: 2
Net charge: -1
Lowest unoccupied orbital energy (alpha / beta), eV: 2.566 / 2.566
Energy above the lowest of the compared OMol25 structures with the same formula, charge and spin, kcal per mole: 0.0
Kohn-Sham gap (alpha / beta), eV: 4.22 / 4.20
DFT total energy, eV: -55765.1212
HOMO level (alpha / beta), eV: -1.6 / -1.6